Entry 1:
Molecular formula: C21H36N3O
Method: DFT, wB97M-V/def2-TZVPD

**LUMO level**: -3.102 eV
**HOMO level**: -0.4325 hartree
**Total charge**: +1

Positions of all 61 atoms, in Å:
C -2.56081 -4.47483 -1.06383
C -2.44771 -3.93692 0.21684
C -2.57141 -2.50024 0.17777
H -3.58952 -2.09916 -0.15165
H -2.48139 -1.77966 1.04811
C -1.57155 -1.58400 -0.67874
N -1.88104 -0.13186 -0.60770
C -0.98150 0.69240 -1.11939
N -1.40182 1.96394 -1.26954
C -0.78354 3.17825 -1.33939
H 0.49356 2.89795 -1.40222
C -0.77094 4.01792 -0.08052
O -2.39176 4.40004 0.02097
C -3.01898 3.00282 0.32834
H -4.04261 3.41744 0.30065
C -2.92050 2.28431 -0.84187
H -3.58362 1.37336 -0.86015
H -3.32015 2.83123 -1.76334
H -2.69736 2.36545 1.09140
H -0.44167 4.95754 -0.00926
H -0.45775 3.52094 0.76216
H -1.04827 3.73007 -1.95993
N 0.54401 0.39113 -1.18892
H 0.82429 1.15385 -1.76164
H 0.72001 -0.55807 -1.89676
C 1.41872 0.37423 -0.10502
C 0.55839 0.57142 1.19962
H 0.10761 -0.56001 1.28522
H 0.06766 1.41806 1.44912
C 1.61268 0.38214 2.44829
C 2.59809 -0.98247 2.26184
C 3.33714 -0.84106 0.85929
C 4.20788 0.27296 0.93320
C 3.31415 1.70734 0.98936
C 2.58524 1.66954 2.34983
H 3.39940 1.38344 3.24230
H 2.07375 2.50699 2.27952
H 3.94407 2.43972 1.23004
C 2.40764 1.64372 -0.10492
H 1.92572 2.56507 0.11254
H 2.75707 1.67685 -0.97315
H 4.97923 0.30495 2.01662
H 4.80403 0.42070 0.03289
H 3.80817 -1.67104 0.89629
C 2.43167 -0.79478 -0.21832
H 1.51193 -1.76648 -0.24067
H 2.70542 -0.80412 -1.14763
H 3.01736 -0.93773 3.08998
H 1.94427 -1.85135 2.25554
H 1.24415 0.41473 3.44187
C -1.67976 -2.32554 -2.17501
C -1.48080 -3.83252 -2.14246
H -1.70128 -4.35876 -3.23651
H -0.62314 -4.00725 -1.72776
H -2.88270 -2.08000 -2.42145
H -1.04701 -1.93154 -2.63264
H -0.51259 -1.84400 -0.44264
H -3.03239 -4.23827 1.02264
H -1.30925 -4.16773 0.68658
H -2.53817 -5.62091 -0.87010
H -3.57231 -4.25020 -1.59568

Entry 2:
Molecular formula: C3H9N2O2
Method: DFT, wB97M-V/def2-TZVPD

**LUMO level (spin up / spin down)**: -3.504 / -7.246 eV
**HOMO level (spin up / spin down)**: -0.3329 / -0.5123 hartree
**Multiplicity**: 3
**Total charge**: +1

Positions of all 16 atoms, in Å:
C -0.84953 -1.24560 -1.71237
C 1.45295 1.64292 -0.48571
C 0.11358 1.08217 0.31671
N -1.71117 -1.93465 -1.06645
N 0.36780 0.94554 1.74278
O 0.40187 -1.39179 -1.47720
O -0.83769 0.47387 -0.17241
H 2.35068 1.22745 0.02738
H 1.50680 2.70530 -0.41097
H 1.23006 1.19695 -1.45554
H -2.70957 -2.25400 -1.11488
H -1.12044 -2.41275 -0.40281
H -0.40918 0.78655 2.30314
H 1.19336 1.38936 2.16049
H 1.07506 -0.75959 -1.80764
H -1.34849 -0.79862 -2.48781

Entry 3:
Molecular formula: C2H3F3NO2S
Method: DFT, wB97M-V/def2-TZVPD

**LUMO level**: 3.240 eV
**HOMO level**: -0.1982 hartree
**Total charge**: -1

Positions of all 12 atoms, in Å:
C -1.57506 -1.85649 0.83228
C -2.27892 -1.47189 1.80189
N 2.36148 -0.37754 -2.49615
O 2.19323 2.21731 -2.57034
O 0.26054 0.78827 -3.26134
F 0.84705 0.93522 -0.80057
F -3.09103 -2.26713 2.62978
F -2.63600 -0.27418 2.13737
S 1.50465 0.90381 -2.49800
H -1.36263 -2.90411 0.92841
H -1.01742 -1.16491 0.22739
H 3.32905 0.00678 -2.28599

Entry 4:
Molecular formula: C4H9ClN5
Method: DFT, wB97M-V/def2-TZVPD

**LUMO level**: -3.190 eV
**HOMO level**: -0.4896 hartree
**Total charge**: +1

Positions of all 19 atoms, in Å:
C 1.91611 -0.72302 0.91730
N 1.84012 -0.13408 -0.42641
C 0.62436 -0.35490 -1.15809
N -0.47349 0.33994 -0.49153
N -0.49071 1.71097 -0.53348
C -1.54621 2.11050 0.15473
N -2.21868 1.09729 0.65007
C -1.54403 0.00729 0.25126
N -1.96767 -1.21118 0.59881
Cl -1.26689 -2.67831 0.19603
H 2.46839 -0.05500 1.57341
H 0.92342 -0.84468 1.34430
H 2.42768 -1.68395 0.91771
H 2.62091 -0.43225 -0.99365
H 0.73610 0.11540 -2.13520
H 0.33053 -1.38712 -1.33452
H 0.24313 2.23695 -0.98245
H -1.81227 3.14473 0.30141
H -2.81079 -1.25858 1.15031

Entry 5:
Molecular formula: C5H10O
Method: DFT, wB97M-V/def2-TZVPD

**LUMO level**: 0.887 eV
**HOMO level**: -0.3680 hartree
**Total charge**: 0

Positions of all 16 atoms, in Å:
C -1.37746 -0.75096 0.98352
C -2.03151 -0.28263 -0.07493
C -0.30305 2.16539 -0.12859
O 0.41634 2.14962 -1.09616
C 2.22348 -0.37615 -0.16358
C 1.61424 -1.48744 -0.56363
H -0.42428 -1.26098 0.87624
H -1.76036 -0.63324 1.99435
H -1.63812 -0.39824 -1.08321
H -2.98063 0.24010 0.01973
H 0.03428 1.83941 0.87358
H -1.35318 2.51321 -0.18782
H 2.88795 -0.37366 0.69782
H 2.06334 0.57327 -0.66936
H 1.74974 -2.43796 -0.05160
H 0.94434 -1.49061 -1.42159